Record 1
Density functional theory data (ωB97M-V/def2-TZVPD) for a cluster of 2 separate species, C9H10N4O2 in total in a non-equilibrium geometry.

XYZ file:
```
25
Properties=species:S:1:pos:R:3
C -2.758 -2.564 -0.637
C -2.289 -1.502 -1.553
C -0.055 -0.880 -0.927
C 0.964 1.063 0.353
C 1.932 1.322 1.345
C 1.856 2.283 2.313
C 0.772 3.046 2.232
C -0.162 2.950 1.165
C 0.047 2.019 0.027
H -1.269 -1.551 0.712
H -2.113 -3.698 -0.884
H -3.855 -2.962 -0.802
H -3.150 -0.928 -1.982
H -1.763 -1.754 -2.334
H 2.527 0.310 1.666
H 2.783 2.287 2.910
H 0.529 4.049 2.746
H -0.966 3.852 0.865
H -0.548 2.066 -0.873
N 0.537 -1.754 -1.555
N 1.849 -1.461 -1.443
N 2.177 -0.499 -0.682
N 0.890 -0.118 -0.259
O -2.613 -1.860 0.706
O -1.411 -0.797 -0.752
```

Output
**E_HOMO**: -9.25 eV
**Charge**: 0
**Energy above the lowest of the compared OMol25 structures with the same formula, charge and spin**: 209.4 kcal/mol

---

Record 2
Density functional theory data (ωB97M-V/def2-TZVPD) for a cluster of 2 separate species, C9H10N4OS in total in a non-equilibrium geometry.

XYZ file:
```
25
Properties=species:S:1:pos:R:3
C -2.646 0.893 -0.101
C -1.995 1.532 1.028
C -1.882 0.412 -1.126
C -0.648 1.538 1.134
C 1.594 0.544 -1.585
C -0.482 0.682 -1.209
C 0.116 1.241 -0.051
C 0.988 -1.789 1.053
C 2.485 1.574 0.642
N 0.442 0.317 -2.099
N 1.475 1.230 -0.306
N -0.905 -2.481 -0.319
N -0.208 -2.154 0.833
O 1.829 -2.096 0.038
S 4.006 1.579 0.281
H -3.737 0.784 0.003
H -2.517 1.674 1.895
H -2.387 0.032 -1.976
H -0.240 2.054 2.001
H 2.597 0.299 -1.938
H 2.114 1.589 1.725
H -1.371 -3.350 -0.423
H -0.489 -2.220 -1.255
H -0.910 -1.959 1.594
H 2.773 -1.925 0.160
```

Output
**E_HOMO**: -8.41 eV
**Charge**: 0
**Energy above the lowest of the compared OMol25 structures with the same formula, charge and spin**: 47.8 kcal/mol

---

Record 3
Density functional theory data (ωB97M-V/def2-TZVPD) for the ion C9H10NSe with charge +1 in a non-equilibrium geometry.

XYZ file:
```
21
Properties=species:S:1:pos:R:3
C -1.440 -0.300 1.671
N -1.757 -0.241 0.424
C -3.148 -0.630 0.004
C -1.020 0.685 -0.379
C 0.371 0.495 -0.468
C 1.290 1.543 -0.980
C 2.643 1.410 -0.840
C 3.136 0.179 -0.281
C 2.304 -0.862 0.015
C 0.931 -0.796 -0.185
Se 0.041 -2.322 -0.529
H -0.428 -0.122 1.907
H -2.064 -1.027 2.317
H -3.974 0.051 0.336
H -3.413 -1.518 0.598
H -3.028 -1.097 -1.054
H -1.612 1.489 -0.861
H 0.890 2.515 -1.264
H 3.426 2.253 -0.858
H 4.152 0.025 0.000
H 2.701 -1.729 0.428
```

Output
**E_HOMO (alpha / beta)**: -11.76 / -11.77 eV
**SMILES**: C=[N+](C)/C=C1/C=CC=CC1=[Se]
**Charge**: +1
**Energy above the lowest of the compared OMol25 structures with the same formula, charge and spin**: 0.0 kcal/mol

---

Record 4
Density functional theory data (ωB97M-V/def2-TZVPD) for the molecule C9H10O2 in a non-equilibrium geometry.

XYZ file:
```
21
Properties=species:S:1:pos:R:3
C -0.965 2.480 -0.687
C -0.061 2.177 0.297
O 0.117 2.738 1.545
C 0.953 1.079 0.035
C 0.537 -0.338 -0.131
C 0.867 -1.109 -1.230
C 0.423 -2.413 -1.324
C -0.358 -3.003 -0.336
C -0.770 -2.239 0.701
C -0.289 -0.941 0.814
O -0.653 -0.217 1.827
H -1.041 1.893 -1.534
H -1.369 3.425 -0.695
H -0.551 3.429 1.698
H 1.529 1.166 1.066
H 1.590 1.394 -0.740
H 1.299 -0.576 -2.023
H 0.675 -2.972 -2.294
H -0.546 -4.069 -0.424
H -1.235 -2.510 1.675
H -0.152 0.605 1.759
```

Output
**E_HOMO**: -8.20 eV
**SMILES**: C=C(O)Cc1ccccc1O
**Charge**: 0
**Energy above the lowest of the compared OMol25 structures with the same formula, charge and spin**: 42.1 kcal/mol

---

Record 5
Density functional theory data (ωB97M-V/def2-TZVPD) for the molecule C9H10O2S2 in a non-equilibrium geometry.

XYZ file:
```
23
Properties=species:S:1:pos:R:3
C 3.554 0.144 0.034
C 2.858 1.284 0.337
C 2.957 -1.168 -0.109
C 1.526 1.143 0.568
C 1.621 -1.251 0.097
C 0.843 -0.070 0.455
C -2.572 -0.903 -0.896
C -2.247 0.534 -1.318
C -0.577 -0.057 0.636
O -2.643 -1.090 1.690
O -2.647 1.497 1.098
S -1.588 -1.444 0.578
S -1.376 1.375 0.103
H 4.602 0.203 -0.167
H 3.216 2.306 0.368
H 3.561 -2.017 -0.337
H 0.946 2.044 0.933
H 1.199 -2.204 0.285
H -3.628 -1.165 -0.622
H -2.260 -1.445 -1.737
H -1.482 0.499 -2.006
H -3.138 1.002 -1.760
H -2.725 0.784 1.772
```

Output
**E_HOMO (alpha / beta)**: -4.14 / -9.11 eV
**Charge**: 0
**<S²>**: 2.03
**Multiplicity**: 3
**Energy above the lowest of the compared OMol25 structures with the same formula, charge and spin**: 13.5 kcal/mol

---

Record 6
Density functional theory data (ωB97M-V/def2-TZVPD) for the molecule C9H10O3 in a non-equilibrium geometry.

XYZ file:
```
22
Properties=species:S:1:pos:R:3
C 2.377 0.515 1.445
C 1.187 0.462 0.608
C 0.001 -0.127 0.685
C -0.625 -0.719 1.879
O -0.157 -1.855 2.032
C -0.669 -0.141 -0.511
C -1.666 -0.851 -1.098
C -2.378 -1.993 -0.616
O -3.480 -2.249 -1.061
C -0.027 0.848 -1.459
O -0.869 2.016 -1.348
C 1.353 1.009 -0.740
H 3.347 0.339 0.816
H 2.422 1.504 1.791
H 2.317 -0.160 2.279
H -1.696 -0.468 2.013
H -2.026 -0.562 -2.086
H -2.012 -2.580 0.251
H 0.072 0.508 -2.418
H -1.352 2.001 -0.481
H 2.145 0.459 -1.282
H 1.734 2.044 -0.698
```

Output
**E_HOMO**: -8.76 eV
**SMILES**: CC1=C(C=O)/C(=C\C=O)[C@@H](O)C1
**Charge**: 0
**Energy above the lowest of the compared OMol25 structures with the same formula, charge and spin**: 91.6 kcal/mol

---

Record 7
Density functional theory data (ωB97M-V/def2-TZVPD) for a structure of composition C9H10O4 in a non-equilibrium geometry.

XYZ file:
```
23
Properties=species:S:1:pos:R:3
C 3.554 -0.312 0.149
C 3.078 0.970 0.576
C 2.726 -1.190 -0.535
C 1.703 1.292 0.456
C 1.433 -0.781 -0.799
C 0.922 0.342 -0.189
C -0.489 0.753 -0.570
C -1.813 -0.548 0.084
C -3.093 -0.043 0.735
O -1.410 -0.092 -1.146
O -0.802 2.093 -0.516
O -1.244 -1.697 0.564
O -4.326 -0.421 0.255
H 4.691 -0.516 0.109
H 3.671 1.831 0.657
H 3.096 -2.124 -0.855
H 1.210 2.173 0.854
H 0.797 -1.195 -1.601
H -3.104 1.036 0.530
H -3.038 -0.112 1.870
H -1.625 2.296 -1.050
H -1.387 -2.434 -0.065
H -4.551 -1.321 0.488
```

Output
**E_HOMO**: -7.11 eV
**Charge**: 0
**Energy above the lowest of the compared OMol25 structures with the same formula, charge and spin**: 110.8 kcal/mol

---

Record 8
Density functional theory data (ωB97M-V/def2-TZVPD) for the ion C9H10O4PS with charge -1 in a non-equilibrium geometry.

XYZ file:
```
25
Properties=species:S:1:pos:R:3
C 1.788 -3.261 -0.220
C 1.715 -2.648 1.021
C 1.509 -2.469 -1.335
C 1.411 -1.303 1.180
C 1.347 -1.111 -1.160
C 1.160 -0.520 0.104
C -1.367 1.085 0.451
C -2.619 1.899 -0.112
C -3.572 1.592 -0.992
O -0.535 3.619 0.504
O -0.122 2.239 2.704
O 1.246 1.422 -1.524
O 2.645 1.268 0.546
P -0.256 2.367 1.191
S 1.335 1.286 -0.037
H 2.015 -4.295 -0.423
H 2.018 -3.237 1.933
H 1.550 -2.987 -2.313
H 1.210 -0.890 2.146
H 0.949 -0.577 -1.971
H -0.851 0.525 -0.451
H -1.707 0.169 1.030
H -2.817 2.773 0.438
H -4.423 2.402 -1.134
H -3.629 0.653 -1.576
```

Output
**E_HOMO (alpha / beta)**: -2.18 / -5.78 eV
**Charge**: -1
**<S²>**: 2.05
**Multiplicity**: 3

---

Record 9
Density functional theory data (ωB97M-V/def2-TZVPD) for a structure of composition C9H11AuN4O3S3 in a non-equilibrium geometry.

XYZ file:
```
31
Properties=species:S:1:pos:R:3
Au 0.909 0.614 0.023
C -0.785 -4.782 0.636
C -0.819 -3.524 1.415
N -1.017 -3.421 2.690
N -0.910 -2.086 2.939
C -0.690 -1.359 1.847
S -0.519 0.341 1.808
N -0.624 -2.276 0.857
N -0.452 -1.961 -0.486
H -0.932 -5.615 1.317
H 0.177 -4.892 0.134
H -1.574 -4.805 -0.117
H -0.957 -1.738 3.882
H -0.993 -2.606 -1.047
H 0.544 -2.018 -0.706
C -1.126 4.813 -1.203
C -1.936 3.735 -0.883
C -1.374 2.531 -0.474
C 0.008 2.405 -0.396
C 0.822 3.481 -0.727
C 0.254 4.684 -1.124
H -1.567 5.749 -1.518
H -3.013 3.826 -0.949
H -2.021 1.700 -0.227
H 1.900 3.379 -0.691
H 0.894 5.519 -1.379
O 3.257 -0.897 -2.563
S 3.318 -0.307 -1.261
O 2.453 0.988 -1.234
O 4.600 -0.068 -0.677
S 2.173 -1.410 0.114
```

Output
**E_HOMO**: -8.96 eV
**Charge**: 0
**Energy above the lowest of the compared OMol25 structures with the same formula, charge and spin**: 24.5 kcal/mol

---

Record 10
Density functional theory data (ωB97M-V/def2-TZVPD) for the molecule C9H11BN2O2 in a non-equilibrium geometry.

XYZ file:
```
25
Properties=species:S:1:pos:R:3
B -2.333 -0.605 -0.010
C 2.707 1.612 0.312
C 3.066 0.295 0.515
C 1.491 1.839 -0.242
C 2.196 -0.732 0.246
C 0.474 0.873 -0.394
C 0.859 -0.528 -0.300
C -0.781 1.403 -0.698
C 0.201 -2.868 -0.547
C -2.810 1.748 0.802
N 0.049 -1.449 -0.746
N -2.066 0.678 0.025
O -1.046 2.388 -1.254
O -2.694 -1.840 0.000
H 3.497 2.305 0.213
H 4.003 0.002 1.091
H 1.086 2.931 -0.463
H 2.453 -1.774 0.509
H 0.858 -3.243 -1.229
H 0.580 -3.170 0.409
H -0.831 -3.201 -0.807
H -3.858 1.414 0.973
H -2.198 1.810 1.729
H -2.842 2.565 0.138
H -2.059 -2.454 -0.272
```

Output
**E_HOMO**: -6.92 eV
**Charge**: 0
**Energy above the lowest of the compared OMol25 structures with the same formula, charge and spin**: 104.0 kcal/mol